Entry 1:
59
Properties=species:S:1:pos:R:3:forces:R:3:nbo_charge:R:1 method="wB97M-V/def2-TZVPD" multiplicity=1 e_lumo_ha=0.020 smiles="CCN1CCN(c2cc(C)c3cc(NC(=S)NCCCOC)ccc3n2)CC1" max_force_ev_per_a=1.0 gap_ev=7.9 relative_energy_kcal_mol=6.82
C -8.3432 0.1378 -1.2527 0.25 -0.04 -0.13 -0.61
H -8.9998 0.0748 -2.1168 -0.11 0.06 -0.07 0.21
H -8.3338 1.1689 -0.9101 -0.06 0.11 0.04 0.20
H -8.7423 -0.4896 -0.4606 -0.07 -0.06 0.08 0.21
C -6.9472 -0.3436 -1.6331 -0.19 0.01 0.06 -0.21
N -6.0995 -0.5306 -0.4677 0.04 -0.02 -0.06 -0.45
C -5.6719 0.7227 0.1255 -0.05 -0.01 0.29 -0.24
H -5.0186 1.2948 -0.5613 -0.05 0.00 0.02 0.17
C -4.9071 0.4387 1.4224 -0.17 0.37 -0.14 -0.21
N -3.7590 -0.3921 1.1539 -0.26 -0.16 0.17 -0.41
C -2.5075 0.0890 0.8944 0.70 -0.32 -0.17 0.42
N -1.6840 -0.7194 0.2526 -0.62 0.00 0.09 -0.52
C -0.4161 -0.3333 0.0366 0.37 0.56 0.12 0.16
C 0.4430 -1.2177 -0.6492 0.18 0.06 -0.02 -0.19
C 1.7369 -0.8698 -0.9055 -0.07 0.02 0.02 -0.23
C 2.2479 0.3786 -0.4932 -0.56 0.27 0.32 0.12
C 1.4329 1.2542 0.1859 0.18 0.00 -0.03 -0.24
C 0.0977 0.9206 0.4568 -0.24 -0.63 -0.20 -0.06
C -0.7975 1.7857 1.1522 -0.29 -0.11 0.01 0.07
C -2.0780 1.3633 1.3631 0.15 0.22 -0.02 -0.30
H -2.7591 2.0047 1.9002 -0.01 0.06 0.04 0.21
C -0.3372 3.1227 1.6398 -0.05 -0.04 0.01 -0.65
H -1.1486 3.6544 2.1310 -0.01 0.04 0.02 0.22
H 0.0255 3.7263 0.8093 0.07 0.08 -0.03 0.23
H 0.4825 3.0062 2.3473 0.09 0.06 0.04 0.23
H 1.8194 2.2036 0.5094 0.03 -0.01 -0.01 0.25
N 3.5948 0.6183 -0.7926 0.85 -0.33 -0.37 -0.58
C 4.3534 1.7332 -0.7126 0.18 0.20 -0.10 0.30
N 5.6455 1.6232 -1.1333 0.11 -0.10 -0.10 -0.60
H 6.1806 2.4600 -0.9524 -0.20 -0.05 -0.04 0.42
C 6.3966 0.4082 -1.3484 -0.07 -0.33 0.35 -0.22
H 7.3280 0.6875 -1.8452 -0.10 -0.06 -0.06 0.22
H 5.8528 -0.2515 -2.0353 0.11 0.04 -0.07 0.18
C 6.7101 -0.3350 -0.0437 0.16 -0.31 -0.18 -0.45
C 7.4468 -1.6513 -0.3193 -0.11 0.27 -0.04 -0.05
O 7.9603 -2.2689 0.8330 0.18 0.00 0.02 -0.53
C 6.9919 -2.8403 1.6789 -0.03 0.02 0.03 -0.25
H 6.3796 -2.0812 2.1773 -0.01 -0.04 0.00 0.17
H 7.5407 -3.4027 2.4316 -0.10 -0.02 0.03 0.20
H 6.3347 -3.5214 1.1243 0.00 0.00 0.02 0.16
H 8.3214 -1.4551 -0.9461 -0.11 -0.03 -0.06 0.19
H 6.7795 -2.3449 -0.8565 0.08 0.03 -0.01 0.15
H 5.7805 -0.5311 0.4951 0.00 0.06 0.04 0.21
H 7.3387 0.2927 0.5906 -0.03 0.03 0.02 0.22
S 3.8623 3.2295 -0.2036 -0.20 0.61 0.24 -0.27
H 4.0425 -0.1796 -1.2248 -0.03 0.13 0.10 0.39
H 2.3862 -1.5564 -1.4347 0.04 -0.07 -0.05 0.20
H 0.0467 -2.1704 -0.9639 -0.04 -0.09 -0.03 0.22
C -4.1693 -1.6343 0.5353 0.05 -0.32 -0.34 -0.23
H -4.8194 -2.1646 1.2371 0.01 -0.01 -0.04 0.19
C -4.9383 -1.3558 -0.7568 0.12 -0.15 0.22 -0.23
H -4.2576 -0.8672 -1.4770 -0.02 -0.04 0.00 0.17
H -5.2794 -2.2997 -1.1876 0.03 0.02 -0.03 0.20
H -3.2775 -2.2227 0.3264 -0.21 -0.02 0.06 0.25
H -5.5644 -0.1114 2.1038 0.02 0.12 -0.01 0.20
H -4.6206 1.3742 1.8981 -0.02 -0.06 0.03 0.21
H -6.5502 1.3275 0.3534 0.03 0.06 -0.01 0.20
H -7.0382 -1.3162 -2.1237 0.06 0.06 -0.03 0.19
H -6.4937 0.3567 -2.3577 0.02 -0.10 0.00 0.16

Entry 2:
63
Properties=species:S:1:pos:R:3:forces:R:3:lowdin_spin:R:1 method="wB97M-V/def2-TZVPD" multiplicity=2 e_lumo_ha="-0.408 / -0.408" max_force_ev_per_a=13.3 gap_ev="6.4 / 6.4" charge=+3 s2=0.751
Yb 0.3880 -0.3876 -0.3771 -2.95 0.37 3.52 1.01
O 1.8594 3.1867 6.2586 -1.49 -0.41 -1.90 0.00
N 0.9436 3.1556 5.4221 0.25 1.36 2.26 0.00
O -0.0894 3.8223 5.5318 1.24 -1.17 -0.70 0.00
C 1.1260 2.2669 4.2464 2.19 -1.06 0.31 0.00
C 2.3293 1.5506 4.2148 -2.01 1.99 1.26 0.00
C 2.6157 0.6854 3.1647 0.06 -0.52 -0.67 0.00
C 3.8342 -0.0137 3.1719 0.42 -0.51 -0.38 0.00
C 4.1507 -0.8830 2.1417 0.32 0.17 0.62 0.00
C 3.2308 -1.0238 1.1329 -1.17 0.68 -0.09 0.00
N 2.0550 -0.3631 1.1049 0.78 0.08 -0.15 0.00
C 1.7039 0.5055 2.1041 1.39 -0.58 0.36 0.00
C 0.4703 1.2320 2.1249 -1.05 0.76 0.28 0.00
N -0.4266 1.0718 1.1068 0.08 0.52 0.36 0.00
C -1.5967 1.7302 1.0804 0.72 -1.03 3.57 0.00
C -1.9737 2.6016 2.0609 0.67 0.33 1.04 0.00
C -1.0911 2.7943 3.1151 -0.52 0.39 0.04 0.00
C 0.1663 2.1230 3.1984 -0.60 -0.04 -0.51 0.00
H 3.0618 1.6606 5.0151 -0.38 0.15 -0.09 0.00
H 4.5483 0.1144 3.9833 -0.24 0.11 -0.05 0.00
H 5.0850 -1.4315 2.1285 -0.09 0.05 0.01 0.00
H 3.4082 -1.6870 0.2913 0.17 -0.04 0.12 0.00
H -2.2295 1.5243 0.2228 -1.22 -0.98 4.28 0.00
H -2.9239 3.1213 2.0168 0.10 -0.02 0.08 0.00
H -1.4298 3.4947 3.8721 0.52 -0.22 0.13 0.00
O 2.9333 -0.3876 -2.5838 10.16 4.92 -7.10 0.00
C 2.1347 -0.3876 -1.8914 -3.97 10.98 4.34 0.00
N 2.1182 -2.2434 -2.0893 -1.04 -8.48 -1.07 0.00
C 1.4838 -3.3590 -1.3040 -0.20 -0.22 -0.10 0.00
C -0.0493 -3.1573 -1.2728 -0.51 -1.61 -0.17 0.00
N -0.4686 -1.8708 -1.8603 1.83 -1.91 -1.84 0.00
C -0.0175 -1.7721 -3.2634 -0.46 -0.08 -0.64 0.00
C 1.4913 -2.0627 -3.4431 -0.43 -0.86 -0.72 0.00
H 3.1374 -2.3420 -2.1431 -0.07 -0.20 0.04 0.00
H 1.9074 -1.3804 -1.5656 -1.75 -5.81 3.10 0.00
H 1.9159 -3.3097 -0.3004 -0.02 -0.17 -0.09 0.00
H 1.7644 -4.2992 -1.7883 -0.04 0.09 0.20 0.00
H -0.3955 -3.2054 -0.2345 0.12 0.14 -0.22 0.00
H -0.5387 -3.9849 -1.8008 0.20 0.08 -0.10 0.00
H -1.5130 -1.8088 -1.8371 2.07 -2.13 -1.76 0.00
H -0.2313 -0.7592 -3.6223 0.06 -0.39 -0.15 0.00
H -0.5978 -2.4546 -3.8959 0.21 0.07 0.02 0.00
H 2.0092 -1.2261 -3.9207 -0.58 -1.14 -0.63 0.00
H 1.6682 -2.9851 -4.0049 -0.02 0.11 0.16 0.00
C -2.6140 -0.5483 -0.7085 -0.65 0.22 0.17 0.00
C -2.8536 0.8116 -1.3855 -0.74 -0.16 -0.57 0.00
C -3.9872 1.5375 -0.6329 -0.47 0.39 -0.02 0.00
C -3.3005 0.6156 -2.8448 0.08 0.30 0.07 0.00
N -1.6671 1.6991 -1.3021 0.24 0.45 -4.27 0.00
N -0.4705 1.0989 -1.8636 0.83 0.40 -0.98 0.00
H -3.5348 -1.1432 -0.6919 0.14 0.12 0.09 0.00
H -2.2829 -0.4246 0.3289 -0.16 -0.37 -0.05 0.00
H -1.8573 -1.1396 -1.2358 -2.69 3.05 2.60 0.00
H -4.9172 0.9578 -0.6653 0.32 0.00 -0.04 0.00
H -4.1964 2.5193 -1.0744 0.15 -0.21 0.01 0.00
H -3.7344 1.6928 0.4227 -0.89 -0.06 -0.35 0.00
H -4.2586 0.0849 -2.8922 0.24 0.04 0.12 0.00
H -2.5805 0.0278 -3.4237 0.03 -0.07 -0.08 0.00
H -3.4344 1.5784 -3.3522 0.09 -0.18 0.17 0.00
H -1.5090 1.9375 -0.3168 1.97 1.15 -4.03 0.00
H 0.2523 1.8415 -1.9978 -1.19 -0.23 -0.29 0.00
H -0.6615 0.6840 -2.7995 -0.20 1.18 0.77 0.00
H -0.3616 -1.6856 0.9209 0.18 0.21 -0.30 0.00

Entry 3:
56
Properties=species:S:1:pos:R:3:forces:R:3:lowdin_spin:R:1 method="wB97M-V/def2-TZVPD" multiplicity=5 e_lumo_ha="-0.081 / -0.234" max_force_ev_per_a=3.1 gap_ev="8.0 / 5.5" relative_energy_kcal_mol=11.92 charge=+1 s2=6.037
O 2.2814 -0.0449 0.0232 1.81 -1.32 0.58 0.01
C 2.9537 -1.2233 0.6662 -0.99 -0.83 0.63 0.00
C 4.3486 -0.9130 0.2120 -0.89 0.08 0.14 0.00
H 2.5693 -2.1700 0.2609 0.14 0.35 0.08 0.00
H 2.8277 -1.2156 1.7561 -0.16 0.07 -0.18 0.00
C 3.6205 0.2389 -0.5023 1.47 0.89 -0.76 0.00
H 4.7648 -1.7065 -0.4035 0.23 0.26 -0.05 0.00
H 4.9811 -0.6400 1.0576 0.21 0.12 -0.44 0.00
C 3.6408 0.1066 -2.0148 -0.11 0.17 0.03 0.00
H 3.1303 -0.8079 -2.3369 0.10 0.08 0.12 0.00
H 4.6726 0.0673 -2.3884 -0.26 0.14 0.09 0.00
H 3.1205 0.9645 -2.4511 0.08 -0.09 -0.15 0.00
C 4.1243 1.5749 -0.0059 -0.12 0.30 -0.23 0.00
H 4.0332 1.6610 1.0813 -0.08 -0.08 -0.15 0.00
H 3.5561 2.3724 -0.4837 -0.03 0.21 0.10 0.00
H 5.1790 1.7114 -0.2628 -0.11 -0.07 -0.05 0.00
Pt -1.3354 0.8725 0.1910 -1.63 0.21 0.23 1.01
C -2.8128 3.4633 1.5113 0.14 -0.22 0.41 0.05
C -3.4881 2.2301 1.6879 0.08 1.07 0.45 0.34
C -2.5250 1.2431 2.1116 2.86 0.65 0.84 0.15
H -4.5647 2.0798 1.6927 0.36 0.03 -0.26 0.01
C -1.1930 1.9041 2.1347 -1.91 -1.38 0.88 0.14
C -1.4592 3.3120 1.8626 -0.82 0.21 -0.24 0.34
H -0.7322 4.1044 2.0004 -0.10 -0.09 -0.27 0.01
H -3.3070 4.3889 1.2238 0.24 -0.23 0.13 0.00
H -2.7385 0.3195 2.6490 0.01 0.21 -0.35 0.01
H -0.3417 1.4775 2.6657 -0.24 0.39 -0.04 0.01
C -3.0617 2.2436 -2.3541 0.28 1.31 0.63 0.13
C -2.2009 3.0319 -1.5784 -0.90 -0.37 -0.64 0.26
C -0.9659 2.3071 -1.3557 0.64 -1.48 -1.50 0.28
H -2.3946 4.0425 -1.2338 0.03 -0.28 -0.09 0.01
C -1.1664 0.9414 -1.9551 0.47 1.35 0.10 0.06
C -2.4580 1.0022 -2.6353 1.11 -0.24 -0.29 0.40
H -2.8176 0.2775 -3.3673 0.04 0.12 0.47 0.02
H -4.0408 2.5770 -2.7024 0.35 -0.26 0.14 0.00
H 0.0060 2.7553 -1.1643 -0.20 -0.02 -0.07 0.02
H -0.3381 0.2682 -2.1765 -0.29 0.24 -0.36 0.00
O 0.9023 -3.7118 -0.6133 -0.61 1.20 1.35 0.00
C 0.3112 -2.3966 -0.7413 -0.18 -0.17 -0.54 0.00
C 0.1447 -1.8195 0.6635 1.02 0.26 -0.07 0.06
H -0.6665 -2.4990 -1.2418 0.28 -0.05 0.06 0.00
H 0.9398 -1.7641 -1.3915 -0.06 -0.31 0.33 0.00
C -0.0038 -3.0265 1.5737 -0.79 0.43 -0.21 0.01
H -0.5597 -0.9547 0.7441 -0.50 -0.67 0.02 0.03
H 1.0482 -1.3363 0.9882 -0.32 0.07 -0.25 0.00
C 0.6789 -4.1350 0.7667 0.11 -0.67 -0.17 0.00
H -1.0632 -3.2316 1.7475 0.15 -0.33 0.11 0.00
H 0.4844 -2.8446 2.5328 -0.12 -0.14 -0.05 0.00
H 0.0281 -5.0180 0.7658 0.35 0.02 -0.12 0.00
H 1.6514 -4.3981 1.2100 -0.28 0.00 -0.26 0.00
C -3.1291 -1.6974 -0.0297 -0.22 -0.75 -0.22 0.08
C -3.1367 -0.1955 -0.0602 -2.69 0.02 -0.23 0.30
O -4.1504 0.4580 -0.2406 2.03 -1.10 0.27 0.25
H -2.4105 -2.0640 -0.7744 -0.20 0.11 0.30 0.00
H -4.1222 -2.1078 -0.2726 0.27 0.28 0.14 0.01
H -2.8148 -2.0752 0.9577 -0.03 0.30 -0.36 0.00

Entry 4:
64
Properties=species:S:1:pos:R:3:forces:R:3:lowdin_spin:R:1 method="wB97M-V/def2-TZVPD" multiplicity=2 e_lumo_ha="0.097 / 0.065" max_force_ev_per_a=0.2 gap_ev="7.1 / 7.9" relative_energy_kcal_mol=0.00 charge=-1 s2=0.754
Hg 1.8934 -0.4152 0.0030 -0.12 0.03 -0.03 0.54
C -1.3061 3.5682 0.0146 0.01 0.02 -0.06 0.00
N -1.1998 2.9772 1.3284 0.06 0.05 -0.03 0.00
C -1.4558 3.9212 2.4010 -0.01 0.01 0.05 0.00
C -0.2120 2.0178 1.5286 -0.04 -0.06 0.09 0.01
N 0.7159 1.7303 0.6746 -0.06 0.00 0.13 0.09
N -0.2770 1.3973 2.7450 0.08 -0.15 -0.03 0.00
C -1.5644 0.9871 3.2998 0.01 0.00 0.04 0.00
C 0.8365 0.5518 3.1394 -0.13 -0.02 0.03 0.02
H -2.2682 4.0761 -0.0603 0.00 0.00 -0.02 0.00
H -1.2713 2.7934 -0.7476 -0.02 0.00 -0.05 0.00
H -0.5102 4.3036 -0.1825 -0.02 -0.02 0.00 0.00
H -0.7798 4.7858 2.3392 0.00 0.00 -0.01 0.00
H -1.3200 3.4474 3.3690 0.00 0.08 -0.05 0.00
H -2.4823 4.2863 2.3296 -0.01 0.00 0.00 0.00
H 0.7364 2.3784 -0.1036 0.04 0.01 -0.07 0.00
H -2.3736 1.4641 2.7526 0.01 -0.06 0.01 0.00
H -1.6278 1.2724 4.3540 0.01 0.04 0.02 0.00
H -1.6755 -0.0939 3.2158 0.00 0.01 -0.01 0.00
H 1.7731 1.0630 2.9340 0.05 0.00 -0.01 0.01
H 0.8261 -0.4117 2.6261 0.01 -0.04 -0.01 0.02
H 0.7477 0.3553 4.2093 0.03 0.03 -0.01 0.00
C 2.2333 -0.2784 -5.0685 -0.03 0.00 -0.02 0.00
C 0.7641 0.0845 -4.8237 0.01 0.02 -0.03 0.00
C -0.1086 -1.1500 -5.0675 -0.02 -0.01 0.00 0.00
C 0.3607 1.1966 -5.7935 -0.01 0.03 0.00 0.00
Si 0.5775 0.5787 -2.9962 -0.03 0.00 0.02 0.02
O 1.1629 -0.5810 -2.0671 0.08 -0.02 -0.03 0.17
C 1.5469 2.1938 -2.7217 0.13 -0.08 0.07 0.00
C 2.8967 2.0650 -2.3688 -0.02 0.06 0.02 0.01
C 3.6927 3.1731 -2.1132 0.00 -0.01 0.01 0.00
C 3.1526 4.4496 -2.1968 0.00 0.01 0.00 0.00
C 1.8170 4.6047 -2.5382 -0.02 -0.01 -0.01 0.00
C 1.0299 3.4874 -2.7978 0.10 0.03 0.00 0.00
C -1.2361 0.9169 -2.5882 -0.01 -0.02 0.02 0.00
C -1.7644 0.2049 -1.5058 -0.05 0.06 0.00 0.00
C -3.0596 0.4277 -1.0551 -0.06 -0.02 0.04 0.00
C -3.8648 1.3628 -1.6913 0.03 -0.01 0.00 0.00
C -3.3711 2.0660 -2.7840 0.02 -0.02 0.00 0.00
C -2.0726 1.8407 -3.2249 -0.01 0.05 0.02 0.00
H 2.3601 -0.6715 -6.0857 0.00 0.01 0.00 0.00
H 2.5736 -1.0378 -4.3623 0.00 0.01 0.00 0.00
H 2.8802 0.5983 -4.9703 0.01 -0.02 0.02 0.00
H 0.0229 -1.5137 -6.0949 0.00 0.00 0.01 0.00
H -1.1692 -0.9229 -4.9238 0.03 -0.01 0.00 0.00
H 0.1547 -1.9580 -4.3817 0.00 0.00 -0.01 0.00
H 0.5527 0.8814 -6.8275 0.00 0.01 0.01 0.00
H 0.9284 2.1162 -5.6163 -0.03 -0.04 -0.01 0.00
H -0.7044 1.4317 -5.7216 0.03 -0.01 -0.01 0.00
H 3.3192 1.0703 -2.2687 0.01 0.02 -0.04 0.01
H 4.7319 3.0411 -1.8358 -0.01 0.00 0.00 0.00
H 3.7671 5.3174 -1.9886 0.00 0.00 0.00 0.00
H 1.3829 5.5969 -2.5954 0.01 -0.02 0.00 0.00
H -0.0104 3.6345 -3.0500 -0.15 0.01 -0.02 0.00
H -1.1552 -0.5294 -0.9962 0.03 -0.01 0.03 0.00
H -3.4260 -0.1370 -0.2045 0.03 0.03 -0.03 0.00
H -4.8756 1.5399 -1.3424 0.00 0.00 0.00 0.00
H -3.9970 2.7913 -3.2922 0.00 -0.01 0.00 0.00
H -1.7116 2.4079 -4.0771 0.00 -0.01 0.03 0.00
F -1.3902 -1.2955 1.3302 -0.02 -0.01 -0.12 0.00
B -0.7499 -2.4963 1.7287 0.12 0.13 0.01 0.01
F 0.5788 -2.4695 1.2048 -0.04 0.01 0.04 0.06
F -1.4302 -3.6008 1.2425 -0.07 -0.08 -0.05 0.00
F -0.6862 -2.5234 3.1325 0.02 0.02 0.05 0.00